Record 1
ORCA calculation (ωB97M-V with the def2-TZVPD basis set) on a structure of composition C14H17FN2PtSSi.

Calculated values
Total charge: +2
Spin multiplicity: 5
Maximum force (eV Å⁻¹): 1.7
HOMO-LUMO gap (spin up / spin down) (hartree): 0.3132 / 0.2187
Highest occupied orbital energy (spin up / spin down) (eV): -15.111 / -16.079
DFT total energy (Ha): -1559.394719

Geometry (Å):
Pt -1.11723 -0.02819 -0.05152
C 3.68177 0.08311 -0.00012
Si 1.82437 -0.29839 0.05558
C 1.27877 -1.28409 1.61198
C 1.27497 -1.25009 -1.53142
N 0.66797 1.04761 0.01898
C 0.74677 2.36771 -0.02052
C 1.95067 3.10531 0.17878
C 1.94257 4.47691 0.15758
C 0.76617 5.20431 -0.03142
C -0.43363 4.53151 -0.25452
C -0.41703 3.16271 -0.26342
F -1.55213 2.45531 -0.51352
H 4.20907 -0.86199 -0.09732
H 4.04657 0.55461 0.90778
H 3.95957 0.69341 -0.85502
H 1.57057 -2.32359 1.49818
H 0.19927 -1.25409 1.80678
H 1.77637 -0.89989 2.49718
H 1.54677 -2.29619 -1.43962
H 1.79257 -0.84459 -2.39482
H 0.19747 -1.19569 -1.74982
H 2.85587 2.55491 0.36828
H 2.86447 5.02081 0.29698
H 0.78857 6.28281 0.00698
H -1.35203 5.07461 -0.41462
S -3.53923 0.02921 0.05908
C -3.36123 -1.70249 0.03308
C -4.38643 -2.64619 0.03688
C -4.03423 -3.98769 0.03028
C -2.69063 -4.33889 0.00638
C -1.72223 -3.33659 -0.00812
N -2.05853 -2.05939 0.00838
H -5.41843 -2.33669 0.04028
H -4.79693 -4.75169 0.04098
H -2.39273 -5.37439 -0.00082
H -0.66863 -3.57409 -0.03392

Atomic charges from the Löwdin analysis, expressed in e, are listed below:
1 Pt 0.990
2 C -0.148
3 Si 0.507
4 C -0.158
5 C -0.158
6 N -0.125
7 C -0.253
8 C 0.034
9 C -0.021
10 C 0.017
11 C 0.044
12 C -0.170
13 F -0.013
14 H 0.050
15 H 0.042
16 H 0.045
17 H 0.041
18 H 0.000
19 H 0.043
20 H 0.042
21 H 0.045
22 H -0.004
23 H 0.102
24 H 0.131
25 H 0.136
26 H 0.142
27 S 0.911
28 C -0.689
29 C -0.007
30 C 0.017
31 C 0.035
32 C -0.058
33 N -0.108
34 H 0.134
35 H 0.139
36 H 0.135
37 H 0.132


Record 2
ORCA calculation (ωB97M-V with the def2-TZVPD basis set) on the molecule CH3BrO3S.

Calculated values
SMILES string: COS(=O)(=O)Br
Maximum force (eV Å⁻¹): 4.5
HOMO-LUMO gap (hartree): 0.4151
Highest occupied orbital energy (eV): -11.212
DFT total energy (Ha): -3237.774287

Geometry (Å):
C 0.52903 0.58157 -0.59393
O 1.37126 0.35102 0.53716
S 2.44268 -0.76804 0.25846
O 2.72443 -1.48097 1.44981
O 2.06709 -1.40932 -1.05864
Br 4.13660 0.41684 -0.16718
H 0.02173 -0.35094 -0.78705
H 1.29962 0.81500 -1.38943
H -0.16388 1.47818 -0.31372

Atomic charges from the Löwdin analysis, expressed in e, are listed below:
1 C -0.106
2 O -0.368
3 S 0.258
4 O -0.301
5 O -0.378
6 Br 0.585
7 H 0.079
8 H 0.093
9 H 0.138


Record 3
ORCA calculation (ωB97M-V with the def2-TZVPD basis set) on the molecule C8H13P.

Calculated values
SMILES string: C=CC(/C=C/C)=P/CC
Maximum force (eV Å⁻¹): 6.0
HOMO-LUMO gap (spin up / spin down) (hartree): 0.2455 / 0.2872
Highest occupied orbital energy (spin up / spin down) (eV): -7.223 / -7.890
DFT total energy (Ha): -653.780148

Geometry (Å):
C -1.41374 -2.75439 0.43219
C -0.21981 -2.49067 -0.18478
C 0.35362 -1.24614 -0.06426
C -0.41002 -0.07657 0.31573
C -1.57434 0.09751 -0.24545
C -2.57335 1.18218 0.06281
P 2.50165 -0.96226 -0.31234
C 2.76677 0.87107 0.37708
C 2.16345 1.86835 -0.67990
H -1.72831 -3.82360 0.32337
H -2.00640 -2.05398 1.00618
H 0.35922 -3.22280 -0.78309
H -0.25095 0.55036 1.16187
H -1.68274 -0.43097 -1.24609
H -2.85544 1.24658 1.10599
H -2.18679 2.10501 -0.22090
H -3.52732 0.87624 -0.43951
H 2.51356 0.94702 1.35928
H 3.86195 1.01889 0.57003
H 1.23019 2.09750 -0.20468
H 2.82121 2.72441 -0.73043
H 1.85760 1.47629 -1.60311

Atomic charges from the Löwdin analysis, expressed in e, are listed below:
1 C 0.023
2 C -0.266
3 C -0.368
4 C -0.218
5 C -0.192
6 C -0.082
7 P 0.898
8 C -0.499
9 C -0.167
10 H 0.068
11 H 0.059
12 H 0.104
13 H 0.111
14 H 0.140
15 H 0.070
16 H 0.048
17 H 0.089
18 H -0.002
19 H 0.056
20 H 0.036
21 H 0.061
22 H 0.031


Record 4
ORCA calculation (ωB97M-V with the def2-TZVPD basis set) on the molecule C5H9NO2.

Calculated values
Maximum force (eV Å⁻¹): 1.7
HOMO-LUMO gap (spin up / spin down) (hartree): 0.2745 / 0.2745
Highest occupied orbital energy (spin up / spin down) (eV): -6.791 / -6.790
DFT total energy (Ha): -401.083688

Geometry (Å):
C 1.59488 -0.46921 -1.06255
C -1.57416 1.39841 -0.61814
N 0.46808 0.23224 -1.29394
C 0.66758 -0.28665 1.51255
C -0.61348 0.26329 -0.52943
C -0.58794 -0.63871 0.65225
O 1.17044 -1.32067 2.24358
O 0.93284 0.84527 1.81520
H 0.88443 -2.17643 1.90095
H 0.52777 0.96471 -1.99522
H 2.44040 -0.25005 -1.68681
H 1.56897 -1.46341 -0.65430
H -1.38036 2.01495 -1.49561
H -2.60320 1.04060 -0.66420
H -1.49000 2.03584 0.26615
H -0.52343 -1.68835 0.34636
H -1.48283 -0.50181 1.26318

Atomic charges from the Löwdin analysis, expressed in e, are listed below:
1 C -0.044
2 C -0.042
3 N -0.019
4 C -0.536
5 C -0.333
6 C -0.065
7 O 0.092
8 O 0.114
9 H 0.103
10 H 0.160
11 H 0.043
12 H 0.045
13 H 0.076
14 H 0.075
15 H 0.086
16 H 0.112
17 H 0.133


Record 5
ORCA calculation (ωB97M-V with the def2-TZVPD basis set) on a structure of composition C41H90Cl2CsFLiN2O7P2S.

Calculated values
Total charge: -1
Maximum force (eV Å⁻¹): 5.4
HOMO-LUMO gap (hartree): 0.0383
Highest occupied orbital energy (eV): -3.569
DFT total energy (Ha): -4380.799194

Geometry (Å):
C 4.66361 2.20513 5.51434
O 3.44963 2.93212 5.46194
C 2.33482 2.04665 5.48643
C 1.08792 2.73174 4.93551
C 0.64866 2.16437 3.57569
C -0.36147 1.02405 3.69510
C 0.24717 -0.29818 4.15055
P -0.96934 -1.79964 4.04790
C 0.17475 -2.82536 5.23513
C -2.33980 -3.19752 4.10427
C -3.02163 -3.26501 5.47025
C -4.43201 -2.66417 5.60775
C -4.76362 -1.49976 4.67178
C -5.85283 -0.61463 5.30864
C -6.91769 -0.07352 4.33505
C -7.18112 1.43802 4.44881
S -7.01568 2.37165 2.90221
C -5.30577 2.30287 2.65657
N -4.42809 3.23056 2.61480
N -3.24414 2.54636 2.42111
C -3.46824 1.29808 2.34824
O -4.79510 1.05975 2.48159
C -0.08718 -2.63249 2.51937
C -0.51295 -2.15269 1.12691
C 0.06638 -0.77337 0.80563
C 0.76437 -0.68492 -0.53568
O 1.48041 0.53563 -0.69774
C 0.73031 1.63427 -0.59932
O -0.30987 1.82828 -1.17874
H 4.59628 1.35954 6.20337
H 4.87885 1.83528 4.51051
H 5.43983 2.89623 5.83861
H 2.55466 1.12277 4.94432
H 2.16266 1.73720 6.52691
H 1.29765 3.79802 4.86581
H 0.26702 2.56985 5.63423
H 1.54091 1.82873 3.03387
H 0.23030 2.98577 2.98061
H -1.09410 1.33685 4.44598
H -0.90393 0.90346 2.75759
H 0.44579 -0.19560 5.22204
H 1.21614 -0.48753 3.67592
H -1.84994 -1.02838 3.07475
H -1.65630 -1.18626 5.20902
H 1.03696 -3.21638 4.68918
H 0.56609 -2.20827 6.04650
H -0.33495 -3.68692 5.67162
H -1.81671 -4.14790 3.96756
H -3.02491 -3.11792 3.25451
H -2.38105 -2.82212 6.23549
H -3.10992 -4.32497 5.73689
H -5.18098 -3.45811 5.52881
H -4.50941 -2.28537 6.63231
H -3.85989 -0.91062 4.51345
H -5.14192 -1.90935 3.73345
H -5.38353 0.19558 5.86896
H -6.37919 -1.23612 6.03723
H -6.68552 -0.35446 3.31091
H -7.86541 -0.56304 4.57322
H -6.50778 1.90284 5.17125
H -8.20346 1.62243 4.78132
H -2.78627 0.46006 2.24020
H 0.99496 -2.46884 2.56412
H -0.22267 -3.71872 2.53726
H -0.09550 -2.86502 0.40015
H -1.59480 -2.17684 0.97732
H -0.75695 -0.05257 0.78397
H 0.76754 -0.43200 1.56565
H 0.09246 -0.86232 -1.37795
H 1.52586 -1.46784 -0.58083
H 1.11057 2.41384 0.07711
C -13.15190 4.59221 2.36698
O -13.24679 4.29797 3.74639
C -13.23616 2.89566 4.02547
C -11.88122 2.44636 4.51382
O -10.90164 2.60118 3.48666
C -10.14045 3.75249 3.63958
H -12.96211 5.66652 2.27236
H -12.34463 4.03284 1.88286
H -14.08936 4.37523 1.84822
H -13.53104 2.33003 3.13806
H -13.97569 2.70926 4.80713
H -11.91583 1.38878 4.77971
H -11.59186 3.00916 5.40604
H -9.42588 3.68077 4.46563
H -10.80959 4.61652 3.83046
H -9.57206 3.91703 2.71635
Li -10.15374 6.25604 3.09339
F 1.25046 1.42856 -3.04734
Cs -2.37559 3.53584 0.52449
C 7.85771 2.23212 -6.41521
C 6.39518 2.03395 -6.79802
C 5.49471 1.71751 -5.60705
C 5.67721 0.27179 -5.09547
P 4.84630 -1.04244 -5.99865
C 3.09771 -0.64640 -6.17825
C 2.26819 -0.23580 -4.93960
C 1.87094 -1.39610 -4.02148
C 1.25925 -2.59614 -4.74427
C 4.90096 -2.57176 -5.03211
C 6.23561 -3.17369 -4.56493
C 7.01592 -4.04587 -5.55258
C 6.16436 -5.01978 -6.35867
C 5.33593 -1.24554 -7.73845
C 6.68441 -1.81005 -8.20310
C 7.95897 -1.14577 -7.66375
C 8.58455 -0.17161 -8.65829
H 8.28194 1.35105 -5.91905
H 8.46754 2.43360 -7.29944
H 7.93245 3.08447 -5.73966
H 6.32416 1.25143 -7.56562
H 6.02965 2.95428 -7.25382
H 4.44919 1.89577 -5.86847
H 5.71254 2.44538 -4.80226
H 5.27435 0.19497 -4.07760
H 6.74188 0.04233 -4.99643
H 2.62931 -1.49514 -6.68969
H 3.07745 0.17337 -6.90467
H 1.35693 0.23715 -5.30012
H 2.75445 0.53819 -4.34696
H 1.14325 -1.01083 -3.31157
H 2.71886 -1.72214 -3.41088
H 0.37616 -2.29552 -5.31369
H 0.94809 -3.35737 -4.02592
H 1.95442 -3.08223 -5.43664
H 4.26188 -3.31658 -5.50893
H 4.36739 -2.28744 -4.12410
H 6.00207 -3.79228 -3.69480
H 6.88664 -2.37684 -4.19721
H 7.75370 -4.61505 -4.98186
H 7.60130 -3.41762 -6.22449
H 5.63807 -5.71970 -5.70606
H 6.78971 -5.60156 -7.03730
H 5.41974 -4.50739 -6.97051
H 5.15049 -0.27813 -8.21062
H 4.55806 -1.90183 -8.14656
H 6.69295 -1.75597 -9.29516
H 6.70104 -2.87671 -7.97923
H 8.69679 -1.92258 -7.44638
H 7.76911 -0.63569 -6.71881
H 8.93466 -0.70722 -9.54373
H 9.43797 0.34228 -8.21708
H 7.86978 0.58782 -8.97815
O 4.42400 -0.55865 3.69219
H 4.51800 -1.48231 3.43937
H 4.27407 -0.09776 2.85935
Cl -3.55063 3.32159 5.35741
Cl 6.01673 4.62072 -4.80840

Here are the Löwdin charges for atoms 1 to 99, given in e:
1 C -0.121
2 O -0.194
3 C -0.244
4 C -0.151
5 C -0.208
6 C -0.286
7 C -0.333
8 P 0.558
9 C -0.236
10 C -0.344
11 C -0.301
12 C -0.224
13 C -0.208
14 C -0.193
15 C -0.243
16 C -0.443
17 S 0.944
18 C -0.740
19 N -0.051
20 N -0.467
21 C -0.230
22 O 0.033
23 C -0.323
24 C -0.256
25 C -0.196
26 C -0.199
27 O -0.046
28 C -0.404
29 O -0.071
30 H 0.086
31 H 0.071
32 H 0.079
33 H 0.092
34 H 0.121
35 H 0.110
36 H 0.110
37 H 0.106
38 H 0.088
39 H 0.090
40 H 0.036
41 H 0.063
42 H 0.061
43 H -0.010
44 H 0.019
45 H 0.014
46 H 0.016
47 H 0.011
48 H 0.046
49 H 0.061
50 H 0.074
51 H 0.089
52 H 0.101
53 H 0.100
54 H 0.089
55 H 0.107
56 H 0.109
57 H 0.096
58 H 0.086
59 H 0.098
60 H 0.063
61 H 0.051
62 H 0.100
63 H 0.061
64 H 0.059
65 H 0.095
66 H 0.094
67 H 0.091
68 H 0.103
69 H 0.122
70 H 0.125
71 H 0.140
72 C -0.116
73 O -0.196
74 C -0.179
75 C -0.166
76 O -0.150
77 C -0.197
78 H 0.080
79 H 0.089
80 H 0.099
81 H 0.134
82 H 0.133
83 H 0.139
84 H 0.135
85 H 0.100
86 H 0.036
87 H 0.075
88 Li 0.887
89 F -0.572
90 Cs 1.240
91 C -0.138
92 C -0.300
93 C -0.292
94 C -0.258
95 P 1.019
96 C -0.277
97 C -0.236
98 C -0.259
99 C -0.111